Formula: C7H10N2
Source: the Open Molecules 2025 dataset
Level of theory: ωB97M-V/def2-TZVPD

The charge is 0. For the orbital gap, the calculation gives 8.5 eV. For the energy, the calculation gives -10390.6155 eV. As for the energy above the lowest of the compared OMol25 structures with the same formula, charge and spin: 1060.92 kJ/mol.

Cartesian coordinates (Å):
C: -0.327 -0.652 -0.462
C: -0.928 0.631 -1.107
C: -1.883 1.295 -0.509
C: 1.281 -0.786 -0.407
C: 2.199 -1.859 -0.355
C: 1.764 0.659 0.035
C: 1.166 1.506 1.064
H: -2.474 -1.485 1.980
H: -2.772 -0.739 -0.088
H: -0.362 1.133 -1.801
H: -2.731 0.877 0.307
H: -2.088 2.328 -0.985
H: 2.114 -3.040 -0.421
H: 3.384 -1.458 -0.582
H: 2.844 1.198 -0.189
H: 0.201 1.160 1.897
H: 1.820 2.381 0.933
N: -2.338 -1.630 0.421
N: -0.871 -1.517 0.268